1.
Molecular formula: C7H16N2OS
Method: DFT, ωB97M-V/def2-TZVPD

* HOMO: -7.8 eV
* energy: -859.16150 a.u.
* LUMO energy: 0.77 eV
* charge: 0
* gap between HOMO and LUMO: 0.31484 hartree
* relative energy (zero: lowest compared OMol25 entry of this formula, charge and spin): 80.97 kJ/mol
* max |F|: 3.4 eV/Å

Atoms and positions in Å:
C: -0.028 0.044 -1.226
C: 0.043 0.563 0.001
C: 0.864 -1.510 -2.983
C: -1.480 2.392 -0.357
C: 0.539 2.753 0.903
C: -0.737 -2.465 2.321
C: 0.388 -1.364 -1.540
N: 0.520 -0.262 1.130
N: -0.445 1.791 0.450
O: 1.587 -1.564 3.128
S: 0.981 -1.958 1.877
H: -0.383 0.644 -2.047
H: 1.700 -0.843 -3.175
H: 1.186 -2.530 -3.175
H: 0.064 -1.264 -3.678
H: -1.976 3.160 0.237
H: -1.095 2.860 -1.274
H: -2.208 1.630 -0.630
H: 0.075 3.427 1.632
H: 1.374 2.235 1.378
H: 0.932 3.358 0.068
H: -1.301 -2.618 1.409
H: -0.669 -3.389 2.889
H: -1.196 -1.693 2.930
H: -0.451 -2.050 -1.372
H: 1.189 -1.657 -0.859
H: 0.528 0.310 1.963

2.
Molecular formula: C4H10FNO3S
Method: DFT, ωB97M-V/def2-TZVPD

* SMILES: O=S(=O)=O.C=CN(C)C.F
* HOMO (alpha / beta): -8.4 / -8.4 eV
* energy: -936.82341 a.u.
* LUMO energy (alpha / beta): -1.20 / -1.20 eV
* charge: 0
* gap between HOMO and LUMO (alpha / beta): 0.26586 / 0.26582 hartree
* relative energy (zero: lowest compared OMol25 entry of this formula, charge and spin): 212.86 kJ/mol
* max |F|: 4.0 eV/Å

Atoms and positions in Å:
C: 0.672 -1.090 -0.564
C: -2.530 0.632 -0.249
C: -1.569 -0.936 1.490
C: -0.455 -0.360 -0.669
N: -1.408 -0.108 0.278
O: 3.509 -0.655 1.429
O: 2.887 1.387 0.136
O: 4.073 -0.497 -0.959
F: 1.646 2.993 -1.463
S: 3.404 0.021 0.159
H: 0.979 -1.325 -1.534
H: 1.969 2.509 -0.621
H: 1.057 -1.771 0.101
H: -3.451 0.064 -0.104
H: -2.828 1.554 0.241
H: -2.562 0.914 -1.341
H: -2.470 -1.575 1.394
H: -0.845 -1.678 1.558
H: -1.614 -0.314 2.291
H: -0.463 0.234 -1.574

3.
Molecular formula: C2H3MgO2Rb
Method: DFT, ωB97M-V/def2-TZVPD

* HOMO (alpha / beta): -9.0 / -9.0 eV
* spin multiplicity: 2
* energy: -452.31672 a.u.
* LUMO energy (alpha / beta): -4.79 / -5.19 eV
* charge: +1
* expectation value of S²: 0.751
* gap between HOMO and LUMO (alpha / beta): 0.15501 / 0.14018 hartree
* relative energy (zero: lowest compared OMol25 entry of this formula, charge and spin): 224.81 kJ/mol
* max |F|: 3.4 eV/Å

Atoms and positions in Å:
H: -3.319 -0.526 0.261
O: 2.296 0.246 -0.704
C: 1.466 -0.717 -0.619
C: 0.184 -0.480 -0.050
O: -0.058 0.695 0.452
Rb: -3.415 1.977 1.206
Mg: 1.554 1.851 0.157
H: 1.766 -1.729 -0.913
H: -0.474 -1.316 0.211

4.
Molecular formula: C3H12N2O2
Method: DFT, ωB97M-V/def2-TZVPD

* SMILES: CC/N=C\N.O.O
* HOMO: -9.2 eV
* energy: -381.42099 a.u.
* LUMO energy: 0.48 eV
* charge: 0
* gap between HOMO and LUMO: 0.35442 hartree
* relative energy (zero: lowest compared OMol25 entry of this formula, charge and spin): 246.59 kJ/mol
* max |F|: 3.9 eV/Å

Atoms and positions in Å:
C: -0.133 -1.442 -1.079
C: -0.349 0.098 -1.004
N: 0.344 1.558 1.310
C: -0.829 0.910 1.280
N: -1.335 0.505 0.154
H: -0.960 -2.182 -1.269
H: 0.403 -1.846 -0.290
H: 0.571 -1.606 -1.928
H: -0.886 0.426 -1.944
H: 0.608 0.513 -0.983
H: 0.202 2.349 0.666
H: 0.724 1.793 2.186
H: -1.142 0.671 2.350
H: 4.202 0.047 -1.508
H: 3.935 0.756 -0.214
O: 4.623 0.671 -0.864
H: -2.416 -1.280 0.049
H: -3.603 -1.576 1.058
O: -2.977 -1.908 0.414

5.
Molecular formula: C5H12N2O2
Method: DFT, ωB97M-V/def2-TZVPD

* SMILES: C[C@@H](C(=O)NO)N(C)C
* HOMO: -8.0 eV
* energy: -457.59650 a.u.
* LUMO energy: 0.61 eV
* charge: 0
* gap between HOMO and LUMO: 0.31484 hartree
* relative energy (zero: lowest compared OMol25 entry of this formula, charge and spin): 400.17 kJ/mol
* max |F|: 5.0 eV/Å

Atoms and positions in Å:
C: 0.540 -0.294 -0.645
C: -0.968 -1.441 1.057
C: -1.963 0.551 0.128
C: 0.618 -0.321 -2.150
N: -0.928 -0.459 -0.019
N: 1.710 1.208 0.878
C: 0.656 1.101 -0.042
O: 1.910 0.211 1.853
O: 0.327 2.136 -0.638
H: 2.813 -0.096 1.654
H: 1.857 2.165 1.193
H: 1.195 -1.046 -0.198
H: -0.301 -2.286 0.862
H: -1.973 -1.868 1.149
H: -0.684 -1.006 2.021
H: -1.827 1.134 1.047
H: -2.951 0.084 0.197
H: -1.970 1.231 -0.728
H: 0.276 -1.292 -2.527
H: 0.008 0.456 -2.618
H: 1.654 -0.169 -2.475

6.
Molecular formula: C23H35N5O
Method: DFT, ωB97M-V/def2-TZVPD

* SMILES: CC1CCN(CCc2nc3cc(NC(=O)NC4CCCCC4)ccc3n2C)CC1
* HOMO: -7.6 eV
* energy: -1246.50586 a.u.
* LUMO energy: 0.69 eV
* charge: 0
* gap between HOMO and LUMO: 0.30458 hartree
* relative energy (zero: lowest compared OMol25 entry of this formula, charge and spin): 23.57 kJ/mol
* max |F|: 0.8 eV/Å

Atoms and positions in Å:
C: -4.238 -3.615 0.631
H: -3.655 -3.140 1.417
H: -4.948 -4.300 1.091
C: -4.966 -2.557 -0.192
C: -5.942 -1.760 0.672
C: -6.642 -0.692 -0.177
N: -5.749 0.197 -0.883
C: -5.471 1.480 -0.316
H: -4.988 2.080 -1.093
C: -4.619 1.572 0.987
C: -3.159 1.455 0.765
N: -2.451 0.418 1.122
C: -1.162 0.687 0.741
C: -0.009 -0.072 0.872
C: 1.180 0.459 0.391
C: 1.213 1.724 -0.213
C: 0.071 2.485 -0.351
C: -1.116 1.960 0.130
N: -2.408 2.432 0.164
C: -2.825 3.711 -0.335
H: -2.930 3.692 -1.424
H: -2.076 4.461 -0.073
H: -3.778 3.995 0.106
H: 0.113 3.455 -0.823
H: 2.156 2.097 -0.572
N: 2.334 -0.320 0.539
C: 3.632 -0.035 0.178
O: 3.988 0.995 -0.355
N: 4.485 -1.063 0.471
H: 4.138 -1.834 1.014
C: 5.929 -0.985 0.289
C: 6.287 -0.789 -1.185
C: 7.802 -0.761 -1.362
C: 8.415 0.353 -0.521
C: 8.059 0.164 0.950
C: 6.545 0.136 1.131
H: 6.292 -0.014 2.184
H: 6.114 1.084 0.808
H: 8.487 -0.775 1.310
H: 8.484 0.975 1.545
H: 9.501 0.360 -0.644
H: 8.030 1.315 -0.862
H: 8.224 -1.722 -1.056
H: 8.044 -0.610 -2.416
H: 5.850 -1.597 -1.776
H: 5.855 0.153 -1.522
H: 6.331 -1.948 0.626
H: 2.162 -1.218 0.968
H: -0.047 -1.046 1.336
H: -4.836 2.536 1.457
H: -4.920 0.785 1.675
H: -6.440 1.943 -0.096
C: -4.720 -0.501 -1.619
C: -3.977 -1.577 -0.819
H: -3.389 -1.112 -0.026
H: -3.293 -2.104 -1.489
H: -4.009 0.231 -2.009
H: -5.211 -0.984 -2.477
H: -7.313 -0.094 0.443
H: -7.252 -1.206 -0.934
H: -5.387 -1.296 1.489
H: -6.696 -2.421 1.106
H: -5.532 -3.054 -0.990
H: -3.562 -4.190 0.002

7.
Molecular formula: C3H10NO
Method: DFT, ωB97M-V/def2-TZVPD

* HOMO (alpha / beta): -21.4 / -21.4 eV
* spin multiplicity: 2
* energy: -249.42520 a.u.
* LUMO energy (alpha / beta): -9.08 / -15.72 eV
* charge: +2
* expectation value of S²: 0.754
* gap between HOMO and LUMO (alpha / beta): 0.45135 / 0.20722 hartree
* relative energy (zero: lowest compared OMol25 entry of this formula, charge and spin): 461.56 kJ/mol
* max |F|: 2.8 eV/Å

Atoms and positions in Å:
C: -1.453 1.637 -0.713
O: -1.190 0.285 -1.170
H: -0.513 2.177 -0.974
H: -2.331 1.902 -1.298
H: -1.631 1.723 0.381
H: -1.958 0.023 -1.745
C: 1.813 -0.628 -0.046
C: 0.251 -1.382 1.629
N: 0.464 -0.963 0.438
H: 1.754 0.183 -0.770
H: 2.205 -1.449 -0.649
H: 2.504 -0.367 0.752
H: 1.122 -1.461 2.274
H: -0.766 -1.258 1.987
H: -0.271 -0.421 -0.099

8.
Molecular formula: C31H49BrN5O3Si3V
Method: DFT, ωB97M-V/def2-TZVPD

* HOMO (alpha / beta): -9.0 / -9.5 eV
* spin multiplicity: 2
* energy: -6096.41647 a.u.
* LUMO energy (alpha / beta): -4.17 / -4.17 eV
* charge: +1
* expectation value of S²: 0.781
* gap between HOMO and LUMO (alpha / beta): 0.17734 / 0.19643 hartree
* relative energy (zero: lowest compared OMol25 entry of this formula, charge and spin): 527.45 kJ/mol
* max |F|: 3.2 eV/Å

Atoms and positions in Å:
V: 1.074 0.124 -0.246
Br: 1.679 -2.596 4.840
C: 3.279 -0.588 2.896
C: 4.607 -1.095 3.278
C: 5.535 -1.437 2.346
C: 5.249 -1.250 0.976
C: 4.005 -0.721 0.645
N: 3.069 -0.389 1.506
C: 3.675 -0.401 -0.784
O: 4.296 -0.794 -1.728
O: 2.590 0.381 -0.876
H: 4.782 -1.245 4.336
H: 6.499 -1.828 2.643
H: 5.968 -1.466 0.200
C: 1.379 3.977 -0.889
Si: 0.287 3.154 0.384
C: -1.117 4.317 0.829
C: -1.383 0.979 -1.603
C: 0.640 1.650 1.300
Si: 2.215 1.978 2.397
C: 3.662 2.577 1.329
C: 1.742 3.501 3.434
C: 2.764 0.659 3.653
Si: -0.794 0.853 2.283
C: -2.571 1.059 1.622
C: -0.875 1.219 4.124
C: -0.379 -0.983 2.029
C: -0.867 -2.051 2.767
C: -0.381 -3.329 2.530
C: 0.591 -3.516 1.550
C: 1.029 -2.418 0.849
N: 0.534 -1.193 1.068
H: 0.786 4.369 -1.717
H: 2.114 3.281 -1.293
H: 1.915 4.817 -0.438
H: -1.557 4.788 -0.051
H: -0.715 5.115 1.461
H: -1.908 3.822 1.394
H: -1.694 2.033 -1.526
H: -1.728 0.469 -0.701
H: -1.440 -0.466 -3.158
H: 3.747 3.666 1.362
H: 3.569 2.278 0.287
H: 4.605 2.170 1.700
H: 1.575 4.386 2.808
H: 2.556 3.746 4.120
H: 0.845 3.349 4.037
H: 2.558 -1.412 3.307
H: 1.987 0.381 4.368
H: 3.575 1.100 4.242
H: -2.719 1.928 0.978
H: -3.254 1.163 2.467
H: -2.891 0.180 1.059
H: -1.126 2.267 4.305
H: 0.060 1.001 4.638
H: -1.655 0.612 4.589
H: -1.580 -1.873 3.560
H: -0.730 -4.168 3.115
H: 1.021 -4.489 1.361
H: 1.773 -2.520 0.066
C: -5.558 -1.063 -3.089
N: -4.245 -0.637 -3.543
C: -3.589 -1.687 -4.304
C: -3.453 -0.173 -2.420
C: -2.078 0.360 -2.824
C: -2.189 1.357 -3.934
C: -1.143 2.030 -4.430
C: 0.229 1.881 -4.015
C: 0.765 1.364 -2.871
C: 0.119 0.918 -1.676
H: -6.174 -1.329 -3.947
H: -6.046 -0.245 -2.557
H: -5.505 -1.933 -2.413
H: -4.275 -2.046 -5.070
H: -3.292 -2.544 -3.676
H: -2.702 -1.298 -4.807
H: -3.322 -0.969 -1.668
H: -4.011 0.641 -1.944
H: -3.175 1.481 -4.369
H: -1.309 2.682 -5.280
H: 0.952 2.234 -4.743
H: 1.847 1.334 -2.860
C: -1.323 -5.112 -2.546
N: -0.689 -3.815 -2.398
C: -0.979 -2.899 -1.451
N: -1.994 -3.198 -0.600
O: -0.352 -1.831 -1.371
H: -0.794 -5.677 -3.306
H: -2.367 -5.018 -2.857
H: -1.280 -5.679 -1.614
H: 0.038 -3.551 -3.039
H: -2.466 -4.084 -0.620
H: -2.116 -2.615 0.209